P:
The molecule C15H22O3. Source: the OMol25 dataset; level of theory: wB97M-V/def2-TZVPD.

Last column: Mulliken charge in e.
Element x y z (Å)
C1 -4.7120 -2.3161 -0.6103  -1.312
C2 -3.5997 -1.6953 0.2258  -0.341
C3 -2.9516 -0.5077 -0.4829  -0.566
C4 -1.8401 0.1142 0.3596  -0.673
C5 -1.2008 1.3496 -0.2859  0.635
C6 -0.4238 2.1828 0.7443  -0.712
C7 -1.3327 3.0190 1.6365  -1.435
C8 -0.2773 0.9434 -1.4417  -1.293
O1 0.7937 0.1223 -0.9829  -0.234
C9 2.0042 0.6643 -0.8796  1.324
O2 2.2528 1.8168 -1.2039  -0.765
C10 3.0132 -0.2635 -0.3506  0.076
C11 2.6760 -1.5724 0.0060  -0.384
C12 3.6257 -2.4346 0.5042  -0.770
C13 4.9386 -1.9997 0.6557  -0.381
C14 5.2943 -0.7151 0.3120  -0.713
C15 4.3437 0.1755 -0.1958  0.344
O3 4.7407 1.4113 -0.5134  -0.677
H1 -5.1599 -3.1581 -0.0878  0.396
H2 -4.3220 -2.6712 -1.5618  0.327
H3 -5.4911 -1.5842 -0.8125  0.320
H4 -2.8378 -2.4498 0.4339  0.345
H5 -4.0081 -1.3654 1.1839  0.309
H6 -2.5531 -0.8453 -1.4415  0.204
H7 -3.7145 0.2476 -0.6882  0.343
H8 -1.0605 -0.6281 0.5430  0.110
H9 -2.2601 0.3968 1.3262  0.344
H10 -1.9873 1.9770 -0.7198  0.450
H11 0.2569 2.8548 0.2172  0.427
H12 0.1824 1.5157 1.3621  0.263
H13 -1.9234 3.7083 1.0371  0.346
H14 -0.7374 3.5988 2.3377  0.411
H15 -2.0134 2.3929 2.2081  0.315
H16 -0.8187 0.3467 -2.1794  0.425
H17 0.1384 1.8323 -1.9271  0.489
H18 1.6540 -1.8934 -0.1200  0.441
H19 3.3546 -3.4430 0.7759  0.412
H20 5.6864 -2.6740 1.0459  0.374
H21 6.3074 -0.3626 0.4232  0.440
H22 3.9624 1.9096 -0.8530  0.385

Values from the calculation:
HOMO energy   -8.7 eV
Molecular weight   250.338 g mol⁻¹
SMILES string   CCCC[C@@H](CC)COC(=O)c1ccccc1O
2S+1   1


Q:
The molecule C15H22O3. Source: the OMol25 dataset; level of theory: wB97M-V/def2-TZVPD.

Last column: Mulliken charge in e.
Element x y z (Å)
C1 2.4620 1.7906 -2.7053  -1.479
C2 2.3270 0.6235 -1.8237  0.079
C3 1.0120 0.3927 -1.3376  -0.029
C4 -0.0268 0.1644 -0.7611  -0.961
C5 -1.3079 -0.1960 -0.1448  1.936
O1 -1.9534 -1.0076 -1.1128  -0.713
C6 -2.2461 1.0572 -0.0024  -0.313
C7 -1.6404 2.2857 0.7377  -1.560
C8 -3.6068 0.7258 0.7429  -0.815
C9 -3.3253 -0.1170 1.9780  0.564
O2 -3.9614 0.0927 3.0310  -0.642
C10 -2.4965 -1.3649 1.7877  -1.018
C11 -1.0829 -1.0550 1.1757  1.398
C12 -0.2739 -0.3353 2.2882  -1.608
C13 -0.3638 -2.4105 0.8300  -1.873
C14 3.3633 -0.1690 -1.3466  -0.301
C15 4.7859 -0.0965 -1.7563  -0.443
O3 5.4681 -1.3147 -1.4620  -0.556
H1 1.6449 1.8395 -3.4300  0.364
H2 3.3675 1.7731 -3.2713  0.420
H3 2.4222 2.6921 -2.1095  0.284
H4 -1.3449 -1.6810 -1.4578  0.495
H5 -2.4709 1.3945 -0.9949  0.654
H6 -2.2454 3.1615 0.5366  0.508
H7 -0.6238 2.5394 0.3430  0.274
H8 -1.6055 2.1782 1.8072  0.322
H9 -4.2820 0.1727 0.0857  0.371
H10 -4.1295 1.6732 1.0198  0.352
H11 -3.0361 -2.0203 1.0970  0.354
H12 -2.3620 -1.8894 2.7293  0.380
H13 -0.8381 0.4746 2.7782  0.316
H14 0.6604 0.0541 1.9130  0.306
H15 -0.0617 -1.0450 3.1195  0.454
H16 -0.9609 -2.9800 0.0888  0.450
H17 0.6083 -2.2099 0.4158  0.223
H18 -0.1883 -3.0100 1.7194  0.457
H19 3.1145 -0.8979 -0.6018  0.488
H20 5.3429 0.7228 -1.2911  0.272
H21 4.8803 0.0997 -2.8433  0.291
H22 4.9749 -2.1080 -1.7720  0.300

Values from the calculation:
HOMO energy   -8.8 eV
Molecular weight   250.338 g mol⁻¹
SMILES string   C/C(C#C[C@]1(O)[C@H](C)CC(=O)CC1(C)C)=C\CO
2S+1   1


Question: of the structures shown, which is the most stable? Reply: P.